ORCA calculation (wB97M-V/def2-TZVPD) on 18 unconnected molecules or ions with the total composition C92H213N7O22 in a non-equilibrium geometry.

```
334
Properties=species:S:1:pos:R:3:mulliken_charge:R:1
C -24.237 13.455 -8.270 -0.3142
C -24.188 14.611 -9.244 2.5894
C -22.877 14.626 -9.872 -1.4367
C -22.782 15.511 -11.050 -0.9707
C -23.893 15.133 -12.079 -1.4009
C -25.334 15.139 -11.377 2.1299
N -25.213 14.174 -10.307 0.6447
O -26.559 14.190 -9.646 0.4828
C -25.816 16.562 -11.024 -1.6220
C -26.338 14.542 -12.331 -1.6907
C -24.444 15.912 -8.496 -1.6232
H -23.111 13.225 -7.945 -0.3015
H -24.513 12.493 -8.699 -0.3845
H -24.813 13.553 -7.317 -0.3332
H -22.142 14.766 -9.143 0.8556
H -22.750 13.621 -10.268 -0.0366
H -21.846 15.399 -11.638 0.4586
H -23.081 16.575 -10.899 0.3308
H -23.705 14.179 -12.558 0.0900
H -23.883 15.926 -12.801 0.5275
H -25.014 17.188 -10.749 0.4917
H -26.234 16.966 -12.006 0.4386
H -26.543 16.599 -10.206 -0.0059
H -27.321 14.768 -11.992 0.6765
H -26.184 14.939 -13.327 0.7900
H -26.316 13.431 -12.400 -0.8538
H -23.710 15.757 -7.661 0.5170
H -25.480 16.061 -8.140 -0.1205
H -24.120 16.860 -8.998 0.2591
H -26.730 13.242 -9.599 -0.7105
C -28.858 12.768 -7.742 -1.5618
C -29.041 11.660 -8.747 3.5639
C -29.812 12.073 -10.013 0.0061
C -29.708 11.074 -11.157 1.0842
C -28.207 10.928 -11.435 -0.8402
C -27.425 10.331 -10.190 2.9063
N -27.598 11.279 -9.086 1.1896
O -26.944 10.830 -7.912 -0.6033
C -27.844 8.840 -10.036 -1.3322
C -25.903 10.373 -10.519 -1.8769
C -29.881 10.528 -8.095 0.3715
H -28.471 12.388 -6.811 0.4577
H -29.873 13.182 -7.655 0.1394
H -28.300 13.629 -8.111 -0.2535
H -30.852 12.284 -9.686 -0.5485
H -29.328 12.989 -10.392 -0.1293
H -30.204 11.353 -12.038 -0.7217
H -30.002 10.126 -10.750 -0.9825
H -27.789 11.967 -11.727 -1.0955
H -28.077 10.270 -12.290 1.0501
H -27.460 8.241 -10.896 0.3450
H -27.511 8.407 -9.056 0.1517
H -28.938 8.640 -10.077 -0.3102
H -25.377 10.121 -9.612 0.4388
H -25.610 9.644 -11.282 0.4685
H -25.693 11.377 -10.894 -0.3603
H -29.443 10.196 -7.171 -0.0402
H -30.061 9.741 -8.807 -0.8229
H -30.914 10.881 -7.794 -0.6953
H -27.237 9.978 -7.643 0.2904
C -30.901 11.767 -4.110 -1.1473
C -30.617 10.412 -3.400 1.5810
C -30.249 10.582 -1.897 -1.3018
C -30.119 9.257 -1.110 -0.7760
C -31.379 8.407 -1.337 -1.1515
C -31.738 8.186 -2.773 1.4742
N -31.756 9.503 -3.401 -0.1346
O -32.288 9.285 -4.692 1.0327
C -30.871 7.049 -3.440 -1.5384
C -33.184 7.575 -2.807 -2.2143
C -29.287 9.883 -4.103 -2.1200
H -31.689 12.259 -3.520 0.2797
H -31.261 11.491 -5.101 0.0136
H -29.958 12.372 -4.006 0.3143
H -29.345 11.169 -1.883 0.3926
H -31.102 11.229 -1.567 0.4011
H -29.930 9.377 -0.047 0.4658
H -29.201 8.708 -1.429 0.3046
H -32.220 8.968 -0.839 0.3007
H -31.239 7.425 -0.883 0.4327
H -31.000 6.168 -2.892 0.5990
H -31.263 6.902 -4.447 -0.0598
H -29.829 7.329 -3.480 0.3356
H -33.152 6.853 -2.051 0.6448
H -33.779 8.447 -2.512 0.3920
H -33.493 7.168 -3.737 0.3214
H -29.529 9.498 -5.027 0.3183
H -28.625 9.235 -3.468 0.2546
H -28.642 10.745 -4.237 0.6654
H -33.252 9.246 -4.488 -0.3162
C -33.645 14.802 -13.782 -1.7124
C -32.175 15.201 -13.388 1.9823
C -31.424 15.210 -14.766 -0.6980
C -30.255 16.119 -14.902 0.0299
C -30.613 17.570 -14.371 -1.4545
C -31.248 17.659 -12.995 2.2012
N -32.386 16.660 -12.881 0.2977
O -33.013 16.765 -11.588 -0.4304
C -30.153 17.405 -11.955 -1.7945
C -31.856 19.036 -12.727 -2.3433
C -31.570 14.302 -12.291 -0.4474
H -34.289 14.454 -13.009 0.3008
H -33.607 13.936 -14.493 0.0377
H -34.104 15.711 -14.218 0.5270
H -31.028 14.215 -15.054 -0.2892
H -32.161 15.439 -15.573 0.5547
H -29.863 16.181 -15.944 0.5163
H -29.423 15.585 -14.346 -0.4043
H -31.285 18.114 -15.086 0.2801
H -29.677 18.175 -14.272 0.3320
H -29.536 18.227 -11.629 0.5049
H -30.684 17.150 -10.972 0.3412
H -29.493 16.601 -12.174 0.0988
H -32.102 19.154 -11.645 0.3506
H -31.185 19.787 -12.957 0.5429
H -32.732 19.097 -13.321 0.5120
H -32.187 14.276 -11.372 0.1061
H -30.594 14.737 -11.961 -0.1309
H -31.366 13.257 -12.609 -0.1465
H -33.793 17.249 -11.850 0.3393
C -19.050 7.781 -5.376 -2.2082
C -20.348 8.387 -5.845 1.7827
C -20.882 9.315 -4.696 -1.1975
C -21.894 10.357 -5.297 -0.5283
C -21.166 11.180 -6.393 -1.0157
C -20.842 10.272 -7.604 2.1006
N -19.902 9.219 -7.028 -0.1175
O -19.586 8.343 -8.025 -0.4788
C -22.157 9.764 -8.148 -0.5730
C -20.118 11.048 -8.702 -1.4360
C -21.335 7.258 -6.156 -1.4856
H -19.151 7.204 -4.439 0.3889
H -18.297 8.498 -5.149 0.5347
H -18.580 7.061 -6.045 0.4427
H -21.409 8.607 -4.010 0.4291
H -20.001 9.766 -4.226 0.3368
H -22.423 10.933 -4.516 0.3683
H -22.687 9.810 -5.701 0.4390
H -20.286 11.586 -5.934 0.4994
H -21.738 12.023 -6.701 -0.0562
H -22.846 10.418 -8.610 0.3099
H -21.970 9.047 -8.922 -0.5586
H -22.783 9.165 -7.447 0.0390
H -20.716 11.905 -8.851 0.0388
H -19.078 11.308 -8.378 0.4483
H -20.167 10.499 -9.649 0.2038
H -20.749 6.471 -6.620 0.3154
H -22.181 7.580 -6.694 0.3840
H -21.707 6.853 -5.171 0.3780
H -18.622 8.237 -7.995 0.2991
C -35.071 12.163 -4.613 -1.9538
C -36.457 11.568 -4.912 2.5080
C -37.502 12.608 -4.597 -2.1139
C -38.931 12.356 -5.092 -0.8149
C -38.837 12.109 -6.634 -1.4675
C -37.895 11.021 -7.109 1.4272
N -36.521 11.314 -6.460 0.2802
O -35.581 10.326 -6.797 2.3678
C -38.425 9.641 -6.625 -1.4019
C -37.870 11.057 -8.646 -1.2938
C -36.580 10.366 -3.972 -1.2676
H -34.933 12.359 -3.496 0.3743
H -34.971 13.169 -5.054 0.4299
H -34.214 11.580 -5.068 -0.0225
H -37.500 12.768 -3.544 0.6614
H -37.156 13.479 -5.054 0.5852
H -39.459 13.276 -4.752 0.4713
H -39.399 11.542 -4.493 0.2897
H -38.375 13.032 -7.046 0.3067
H -39.806 11.923 -7.109 0.4327
H -39.244 9.238 -7.210 0.4832
H -37.627 8.867 -6.623 0.0336
H -38.907 9.874 -5.651 0.3235
H -37.181 10.240 -9.082 0.0010
H -38.952 10.833 -8.984 0.5026
H -37.660 12.127 -8.966 0.2631
H -35.705 9.714 -3.998 -0.1085
H -37.522 9.846 -4.113 0.3741
H -36.606 10.834 -2.963 0.5251
H -34.862 10.861 -7.189 -0.6593
C -32.649 8.242 -14.909 -2.1451
C -31.712 9.273 -15.577 2.2820
C -30.780 8.513 -16.506 -1.5406
C -30.006 9.408 -17.593 0.0377
C -31.140 10.181 -18.351 -1.5523
C -32.205 10.932 -17.460 2.1990
N -32.697 9.945 -16.444 -0.1860
O -33.538 10.812 -15.605 -0.4637
C -31.579 12.209 -16.930 -1.4515
C -33.428 11.325 -18.296 -2.1770
C -30.878 10.113 -14.576 -0.8741
H -33.481 8.646 -14.350 0.3945
H -32.122 7.567 -14.265 0.4084
H -33.118 7.658 -15.771 0.4674
H -29.958 7.958 -15.964 0.3026
H -31.426 7.885 -16.972 0.6705
H -29.649 8.598 -18.307 0.4368
H -29.201 10.028 -17.207 -0.1547
H -31.589 9.490 -19.033 0.4398
H -30.695 10.956 -19.047 0.3314
H -31.572 13.000 -17.650 0.7881
H -32.236 12.551 -16.137 0.0562
H -30.595 11.961 -16.541 0.0054
H -34.113 11.898 -17.604 0.3468
H -33.203 11.948 -19.150 0.4318
H -34.055 10.563 -18.693 0.4754
H -30.146 10.694 -15.182 -1.0972
H -30.349 9.360 -14.055 0.9070
H -31.525 10.775 -13.967 0.2131
H -34.445 10.571 -15.788 0.3404
C -31.733 17.135 -2.064 -1.6090
C -31.719 15.667 -2.577 0.5512
C -32.704 15.483 -3.758 -0.7321
O -30.364 15.295 -2.962 -0.3637
H -30.882 17.386 -1.428 0.3529
H -32.660 17.404 -1.616 0.4698
H -31.698 17.828 -2.920 0.3334
H -32.019 15.084 -1.706 0.3753
H -33.670 15.904 -3.496 0.4706
H -32.789 14.428 -4.084 -0.1856
H -32.262 16.078 -4.586 0.2481
H -30.040 15.921 -3.585 0.1509
C -21.586 9.650 -14.225 -1.5654
C -21.399 10.503 -12.987 0.4797
C -22.223 11.852 -13.087 -0.6838
O -21.928 9.947 -11.746 -0.1031
H -20.937 8.755 -14.070 0.3491
H -21.294 10.028 -15.191 0.4273
H -22.631 9.403 -14.348 0.2285
H -20.364 10.760 -12.820 0.4810
H -22.447 12.180 -14.121 0.4523
H -21.772 12.675 -12.551 0.1984
H -23.214 11.628 -12.636 -0.1338
H -21.302 9.234 -11.472 0.0235
C -25.442 5.764 -13.574 -1.7033
C -26.026 4.898 -12.575 1.1416
C -26.047 3.446 -13.111 -1.5639
O -25.227 4.969 -11.424 -0.2875
H -24.405 5.537 -13.770 0.3904
H -25.509 6.816 -13.302 0.2410
H -26.024 5.745 -14.467 0.4608
H -27.036 5.182 -12.262 0.0224
H -25.096 3.239 -13.693 0.2817
H -26.891 3.417 -13.743 0.5085
H -26.261 2.875 -12.204 0.3754
H -25.378 4.400 -10.657 0.2719
C -27.028 14.972 -5.397 -0.3153
C -27.319 16.450 -5.422 0.4813
C -28.042 16.881 -6.669 -0.7109
O -28.065 16.786 -4.197 -0.5395
H -27.990 14.458 -5.352 -0.0455
H -26.628 14.719 -4.432 0.5010
H -26.399 14.461 -6.191 -0.2674
H -26.393 17.150 -5.369 0.2977
H -27.469 16.509 -7.526 -0.2094
H -28.030 17.968 -6.708 0.3847
H -29.038 16.481 -6.714 0.3123
H -27.979 17.729 -4.004 0.2919
C -24.336 4.624 -6.904 -0.9752
C -24.624 3.270 -7.619 0.6327
C -25.902 2.556 -7.279 -1.0896
O -24.580 3.460 -8.985 -0.5153
H -23.363 4.991 -7.163 0.2249
H -24.470 4.533 -5.802 0.4548
H -25.058 5.379 -7.200 0.0730
H -23.777 2.573 -7.343 0.2322
H -25.942 2.162 -6.224 0.4124
H -26.030 1.710 -7.944 0.3763
H -26.810 3.108 -7.430 -0.0974
H -23.801 3.908 -9.279 0.2572
C -28.203 4.755 -9.348 -0.9121
C -29.114 4.955 -8.091 0.1239
C -28.779 6.124 -7.142 -0.1257
O -30.532 5.111 -8.439 -0.5022
H -28.491 5.521 -10.068 0.1200
H -28.294 3.777 -9.764 0.5099
H -27.245 4.889 -9.069 0.0372
H -28.991 4.009 -7.538 0.4102
H -27.756 6.054 -6.761 0.2749
H -29.458 6.213 -6.276 0.0765
H -28.961 7.051 -7.687 -0.3240
H -31.009 4.608 -7.818 0.3059
C -26.804 12.168 -16.947 -2.1643
C -27.110 11.819 -15.528 3.0647
C -25.961 11.239 -14.753 -0.9982
O -27.446 13.071 -14.917 -0.5218
H -26.230 13.061 -16.920 0.5660
H -27.621 12.414 -17.584 0.4257
H -26.188 11.455 -17.461 0.3998
H -28.011 11.243 -15.458 -1.5388
H -26.313 10.975 -13.737 0.0244
H -25.182 11.980 -14.548 0.1376
H -25.448 10.332 -15.023 0.6460
H -27.657 12.838 -14.008 -0.0107
C -33.661 13.470 -8.203 -0.2626
C -34.985 13.809 -8.813 -0.5827
O -36.037 14.029 -7.895 -0.6535
O -33.581 12.135 -7.761 0.5163
H -33.557 14.180 -7.367 0.1249
H -32.864 13.662 -8.899 0.1156
H -35.198 13.027 -9.611 0.0610
H -34.896 14.692 -9.388 0.6827
H -36.051 13.242 -7.352 0.0487
H -33.370 11.592 -8.575 -0.2442
C -33.610 7.574 -6.870 0.8578
C -34.378 6.915 -8.030 -0.8861
O -35.003 7.971 -8.756 -0.6630
O -34.477 7.920 -5.793 -0.6107
H -33.043 8.435 -7.296 -0.5218
H -32.960 6.834 -6.491 0.3924
H -35.137 6.172 -7.831 0.4955
H -33.703 6.389 -8.797 0.1338
H -35.711 8.360 -8.248 0.0401
H -34.949 8.724 -6.019 -0.0512
C -20.687 6.524 -10.845 -0.5795
C -21.938 6.276 -10.011 0.6520
O -22.445 4.978 -10.434 -0.6579
O -20.206 7.893 -10.612 -0.6966
H -20.927 6.393 -11.850 0.4959
H -19.925 5.803 -10.519 0.2694
H -22.664 7.107 -10.069 0.1390
H -21.593 6.196 -8.992 -0.2322
H -23.176 5.143 -10.990 0.1472
H -20.205 8.139 -9.692 0.2866
C -33.179 9.571 -10.812 -0.2905
C -32.714 8.112 -10.963 -0.0174
O -31.405 8.006 -10.422 -0.0551
O -33.309 9.975 -9.431 -0.0230
H -34.124 9.705 -11.406 0.4440
H -32.473 10.180 -11.301 -0.0508
H -32.731 7.801 -12.039 -0.0358
H -33.427 7.498 -10.396 -0.0149
H -31.211 7.094 -10.345 0.0017
H -34.033 9.419 -9.056 -0.3674
```

Results
Orbital gap in eV: 8.26
Molar mass in g mol⁻¹: 1769.74
Total charge: 0